{
  "formula": "C4H24NO7S",
  "method": "ωB97M-V/def2-TZVPD",
  "charge": -1,
  "max_force_ev_per_a": 2.47,
  "e_homo_ev": -3.64,
  "e_tot_ha": -1146.44981,
  "homo_lumo_gap_ev": 6.583,
  "species": ["S", "O", "O", "O", "O", "O", "O", "O", "N", "C", "C", "C", "C", "H", "H", "H", "H", "H", "H", "H", "H", "H", "H", "H", "H", "H", "H", "H", "H", "H", "H", "H", "H", "H", "H", "H", "H"],
  "xyz": [[-0.707612, 2.044618, -1.745438], [-1.813639, -2.881689, -1.376610], [-0.249975, -0.983122, -0.333132], [0.990387, -0.288551, -3.020751], [-3.408524, -0.844165, 0.457740], [1.431503, -1.719576, 2.333660], [-0.923931, -2.839043, 1.611638], [0.881779, -2.924754, -2.155524], [1.828778, 2.601602, 0.891510], [-1.535389, 1.945367, -0.152192], [-0.709164, 2.568603, 1.014329], [2.714303, 1.888607, 0.006014], [0.613821, 1.844834, 1.333640], [-1.261667, 2.730454, 1.943356], [0.735814, 0.858244, 0.896592], [1.422696, 3.398097, 0.419432], [2.414323, 0.854179, -0.179893], [1.008527, -2.126227, -2.695512], [-3.729498, -1.261270, 1.264081], [-2.612676, -1.368771, 0.294630], [-0.389568, 3.556533, 0.706685], [-0.545242, -2.049125, 1.211491], [-1.764958, 0.952608, 0.291447], [-1.575222, -3.360612, -0.569535], [-1.379040, -2.010971, -1.270899], [-0.452639, -0.054945, -0.145550], [0.660896, 1.816296, 2.429040], [0.337934, -1.072807, -1.098158], [1.439089, -1.420555, 1.415717], [0.564787, -0.206389, -3.878466], [3.728580, 1.823894, 0.405533], [-2.524140, 2.397934, -0.033297], [1.033048, 0.621549, -2.664598], [2.930246, 2.358659, -0.945299], [-0.380580, -3.032954, 2.381721], [-0.070353, -2.868878, -1.935287], [1.297290, -0.947664, 2.891872]],
  "forces_ev_per_angstrom": [[-0.14, 0.09, 0.04], [0.03, -0.05, -0.16], [0.14, -0.41, 0.75], [0.68, -0.02, -0.32], [0.08, -0.28, 0.38], [0.35, -0.14, 0.32], [-0.83, -0.56, 0.12], [-0.26, 0.37, -0.11], [-1.15, 0.25, 0.02], [0.16, -0.02, 2.46], [0.72, -0.05, -0.82], [1.15, -0.37, 0.01], [0.77, 0.89, 0.50], [-0.36, -0.36, -0.08], [-0.46, -0.22, 0.24], [0.44, 0.04, -0.29], [-0.23, 0.06, -0.13], [0.29, -0.22, 0.14], [-0.16, 0.11, 0.04], [-0.10, 0.09, -0.32], [-0.19, 0.55, -0.16], [0.23, -0.01, -0.11], [0.02, -0.08, -0.83], [-0.02, 0.15, 0.05], [-0.61, -0.18, 0.33], [0.11, 0.18, -0.92], [0.13, -0.60, -0.01], [0.11, 0.60, 0.03], [-0.05, 0.17, 0.07], [-0.20, 0.17, 0.09], [0.12, -0.17, 0.56], [-0.06, 0.27, -0.82], [-0.57, -0.17, 0.20], [-0.70, 0.30, -0.44], [0.12, 0.21, -0.25], [0.41, -0.75, -0.31], [0.05, 0.17, -0.29]],
  "lowdin_charge": [0.34, -0.07, -0.10, -0.13, -0.05, -0.05, -0.07, -0.09, -0.11, -0.75, -0.28, -0.17, -0.25, 0.09, 0.06, 0.07, 0.06, -0.01, 0.04, -0.01, 0.07, -0.02, 0.03, 0.04, 0.01, -0.01, 0.09, 0.03, 0.03, 0.05, 0.05, 0.05, -0.05, 0.07, 0.03, -0.01, 0.05]
}

{
  "formula": "C4H24O10",
  "method": "ωB97M-V/def2-TZVPD",
  "charge": 1,
  "max_force_ev_per_a": 3.65,
  "e_homo_ev": [-12.89, -12.87],
  "spin_multiplicity": 2,
  "e_tot_ha": -918.75479,
  "homo_lumo_gap_ev": [9.745, 2.741],
  "s2": 0.7543,
  "species": ["O", "O", "O", "O", "O", "O", "O", "O", "O", "O", "C", "C", "C", "C", "H", "H", "H", "H", "H", "H", "H", "H", "H", "H", "H", "H", "H", "H", "H", "H", "H", "H", "H", "H", "H", "H", "H", "H"],
  "xyz": [[-2.819065, -0.727779, -0.962861], [2.357695, 1.642251, 2.162809], [4.056605, -0.482489, 2.784469], [-4.029225, 0.228601, -3.386981], [0.621325, 0.410811, -0.032211], [2.234125, -1.826749, -1.927751], [-0.041725, -0.382609, 3.319689], [-2.735025, -3.460889, 1.221569], [-4.611255, 1.257521, 0.720929], [0.578405, 1.621821, -3.700971], [4.607365, 0.678651, 2.343079], [3.652805, 1.391291, 1.471349], [-0.514745, -0.440079, -0.072411], [-1.616485, 0.156711, -0.985291], [4.125465, 2.336661, 1.204959], [-3.034795, -2.551899, 1.211089], [-3.439255, -3.950739, 0.796919], [-0.200725, -1.383479, -0.519071], [1.467625, 1.754631, -3.372491], [0.948475, 0.448461, -0.933961], [3.216415, -0.183539, 3.139859], [-0.809015, -0.438129, 2.750109], [-1.214395, 0.333441, -1.982881], [-3.186825, 0.176771, -3.838541], [-4.130875, 0.458471, 0.504179], [-5.507515, 1.084321, 0.432919], [1.757685, -2.638869, -2.100091], [2.268425, -1.766619, -0.973051], [4.814195, 1.343221, 3.181929], [-1.637085, 1.131381, -0.497751], [-4.645455, 0.515751, -4.060811], [0.632695, 0.821881, -4.223831], [-3.369415, -0.502689, -1.716551], [-0.943535, -0.575869, 0.920469], [1.812875, 1.738031, 1.378209], [5.541375, 0.461301, 1.824919], [0.173535, 0.549801, 3.342139], [3.619325, 0.770651, 0.575919]],
  "forces_ev_per_angstrom": [[2.29, 1.53, 0.78], [3.29, -0.68, -1.44], [0.85, 0.11, -0.07], [0.15, -0.12, 0.24], [0.18, 0.46, 0.49], [0.07, 0.45, -0.09], [0.45, -0.16, 0.11], [0.32, -0.05, 0.17], [0.10, 0.27, 0.22], [-0.27, 0.02, 0.32], [2.28, -1.48, 0.19], [-2.79, 1.91, -0.34], [-0.82, -1.04, -1.48], [0.09, -0.83, 1.00], [0.11, 0.11, 0.17], [-0.13, 0.24, -0.13], [-0.17, -0.15, -0.11], [-0.11, -0.39, 0.50], [0.27, 0.12, -0.06], [0.05, 0.06, -0.32], [-1.80, -0.30, 0.67], [-0.24, -0.09, 0.06], [-0.21, -0.31, -0.20], [0.24, 0.03, -0.22], [0.22, -0.33, -0.27], [-0.25, 0.02, -0.05], [-0.12, -0.29, -0.13], [-0.02, -0.10, 0.29], [-0.13, 0.44, 0.85], [-1.55, 0.43, -0.31], [-0.30, 0.07, -0.07], [0.05, -0.23, -0.24], [-0.29, 0.31, -0.36], [0.39, -0.04, -0.18], [-1.36, -0.25, -0.11], [0.03, 0.00, 0.14], [-0.06, 0.32, 0.08], [-0.81, -0.06, -0.10]],
  "mulliken_spin": [0.00, 0.04, 0.63, 0.00, 0.01, 0.00, 0.00, 0.00, 0.00, 0.00, 0.08, 0.13, 0.00, 0.00, 0.01, 0.00, 0.00, 0.00, 0.00, 0.00, -0.01, 0.00, 0.00, 0.00, 0.00, 0.00, 0.00, 0.00, 0.09, 0.00, 0.00, 0.00, 0.00, 0.00, 0.00, 0.00, 0.00, 0.01]
}

{
  "formula": "C4H24O8",
  "method": "ωB97M-V/def2-TZVPD",
  "charge": 1,
  "max_force_ev_per_a": 2.94,
  "e_homo_ev": [-13.59, -13.58],
  "spin_multiplicity": 2,
  "e_tot_ha": -768.26713,
  "homo_lumo_gap_ev": [10.468, 3.681],
  "s2": 0.7539,
  "species": ["O", "O", "O", "O", "O", "O", "O", "O", "C", "C", "C", "C", "H", "H", "H", "H", "H", "H", "H", "H", "H", "H", "H", "H", "H", "H", "H", "H", "H", "H", "H", "H", "H", "H", "H", "H"],
  "xyz": [[2.046411, -1.338330, -3.799377], [-4.669069, 1.849610, -0.340567], [-1.480499, 0.580620, 3.631063], [-0.678119, -0.261260, -1.210687], [2.025111, -0.347140, -1.128407], [-2.392429, -2.081150, 0.290503], [2.670441, 2.408400, -1.627667], [-0.274079, -3.676840, 1.222573], [-0.740819, -0.498020, 3.154673], [-0.863089, 1.070570, -0.817057], [2.466511, 2.970990, -0.341747], [0.903131, -3.094740, 0.670473], [2.107241, 2.233860, 0.376363], [1.616701, 3.644400, -0.453217], [0.134661, -0.602120, 3.795603], [-1.932459, 1.245550, -0.935067], [-1.872179, -1.371170, -0.085657], [-0.278409, 1.694670, -1.492887], [2.333231, -0.738230, -0.310887], [-1.294059, -1.436290, 3.113643], [1.152051, -1.648170, -3.942037], [-1.028089, -3.306350, 0.758023], [-3.157139, -1.645150, 0.666483], [3.178231, 3.000380, -2.187407], [-0.382929, -0.245920, 2.156443], [1.835271, -3.555900, 0.996883], [2.232681, 0.583330, -1.042507], [3.327091, 3.578290, -0.061207], [-4.387059, 2.589830, 0.196813], [-0.648219, 1.308300, 0.224773], [0.878751, -2.070880, 1.043593], [0.260031, -0.375670, -1.379167], [2.016331, -0.902130, -2.947877], [-0.941579, 1.337640, 3.390043], [-4.923609, 2.242410, -1.175527], [0.759951, -3.143390, -0.408987]],
  "forces_ev_per_angstrom": [[0.07, -0.20, -0.19], [0.22, -0.32, 0.07], [-0.68, 0.26, -0.07], [-0.33, -1.16, 0.57], [-0.20, -0.54, 0.32], [0.70, -0.94, 0.36], [0.00, -1.15, 0.13], [2.78, -0.52, 0.83], [0.95, -0.06, 0.01], [-0.82, 0.64, -0.56], [-0.77, 1.44, -0.87], [-0.56, -1.23, 0.12], [0.70, -0.26, 0.02], [-0.08, 0.37, 0.34], [0.23, -0.54, 0.02], [0.05, 0.43, -0.14], [0.50, 0.71, -0.80], [-0.17, 0.44, 0.19], [0.31, -0.12, 0.07], [-0.29, 0.23, 0.20], [-0.23, -0.06, -0.24], [-2.47, 1.14, -0.93], [-0.41, -0.08, 0.30], [0.01, 0.00, 0.06], [0.14, -0.34, -0.53], [-0.47, -0.37, 0.33], [0.43, 0.91, -0.50], [-0.01, -0.43, 0.61], [-0.01, 0.21, 0.20], [0.43, -0.25, 0.23], [-0.25, 0.82, -0.13], [0.40, -0.19, 0.03], [0.19, 0.14, 0.24], [-0.31, 0.42, 0.32], [-0.15, 0.07, -0.26], [0.10, 0.54, -0.34]],
  "mulliken_spin": [0.00, 0.00, 0.00, 0.00, 0.00, 0.02, 0.00, 0.80, 0.00, 0.00, 0.00, 0.06, 0.00, 0.00, 0.00, 0.00, 0.00, 0.00, 0.00, 0.00, 0.00, -0.01, 0.00, 0.00, 0.00, 0.01, 0.00, 0.00, 0.00, 0.00, 0.08, 0.00, 0.00, 0.00, 0.00, 0.03]
}

{
  "formula": "C4H25N2O9",
  "method": "ωB97M-V/def2-TZVPD",
  "charge": 1,
  "max_force_ev_per_a": 1.97,
  "e_homo_ev": -13.14,
  "e_tot_ha": -953.87661,
  "homo_lumo_gap_ev": 10.265,
  "species": ["O", "O", "O", "O", "O", "O", "O", "O", "O", "N", "N", "C", "C", "C", "C", "H", "H", "H", "H", "H", "H", "H", "H", "H", "H", "H", "H", "H", "H", "H", "H", "H", "H", "H", "H", "H", "H", "H", "H", "H"],
  "xyz": [[-1.109996, 2.159876, 2.092552], [-2.938153, 2.530519, 0.231230], [0.122794, -1.492364, -2.813872], [1.659635, -0.898764, 2.604511], [2.657476, -2.243724, -1.478629], [0.918926, 2.826578, -1.731933], [-0.972616, -3.570027, -0.576702], [3.319327, 0.987765, -0.513772], [-1.700518, 0.418765, -1.586136], [0.639764, -1.987224, 0.859517], [1.173158, 1.382690, 1.246545], [-1.008561, 0.761410, 2.254988], [0.144320, 0.330758, 1.286194], [-2.299049, 0.057630, 1.872648], [0.828970, -0.963292, 1.721500], [-0.066440, -1.794968, 0.175689], [0.830391, 3.754962, -1.973544], [1.092600, 2.473474, -2.615717], [0.988530, -2.914487, 1.002572], [-1.724591, -3.367577, -1.126917], [-1.027947, -4.252133, 0.091976], [1.239460, 1.751825, 2.179982], [-2.749195, -0.623165, 2.590313], [2.055591, 1.087209, 0.797108], [-0.803016, 0.575606, -1.916426], [-0.427509, 0.234868, 0.362622], [-1.888569, 2.466058, 1.621799], [3.570479, -2.346781, -1.188177], [-2.609876, 1.800883, -0.320034], [2.236841, -2.970280, -1.013132], [3.236857, 1.679532, -1.184811], [-3.015261, 0.773687, 1.495673], [0.438999, -2.014372, -3.566202], [0.857853, 2.154852, 0.654729], [-0.665431, 0.612271, 3.284215], [-3.072152, 3.166175, -0.485341], [0.850849, -1.712321, -2.210407], [-1.855975, -0.363322, -2.117764], [3.231794, 0.195164, -1.064738], [-2.159740, -0.667750, 1.057882]],
  "forces_ev_per_angstrom": [[0.99, 0.32, 0.88], [-0.04, 0.07, -1.29], [0.69, -0.44, -0.04], [-0.36, -0.30, 0.41], [0.26, -0.03, 0.14], [0.19, 0.01, -0.61], [1.49, 0.74, -0.19], [-0.22, -0.21, -0.65], [0.71, 0.08, -0.17], [-0.48, 1.19, 0.56], [-0.48, 0.37, -0.99], [0.46, 0.55, -0.18], [-1.74, -0.78, 0.49], [-0.04, -1.43, -0.43], [1.48, 0.39, -0.84], [-0.16, -0.89, -0.29], [-0.15, 0.34, 0.50], [-0.02, -0.44, 0.17], [-0.03, -0.11, 0.25], [-0.61, -0.79, 0.27], [-1.10, -0.21, -0.32], [0.67, 0.20, 0.57], [-0.01, 0.61, 0.71], [0.30, -0.15, 0.36], [-0.02, 0.51, 0.26], [0.86, 0.21, -0.48], [-0.49, -0.16, -0.46], [0.22, 0.17, -0.23], [0.04, -0.42, 0.25], [-0.33, -0.14, 0.03], [0.05, 0.30, 0.32], [-0.31, -0.02, 0.33], [-0.53, 0.25, -0.28], [-0.32, 0.03, 0.12], [-0.24, -0.29, -0.02], [-0.27, 0.48, 0.49], [-0.17, 0.36, 0.27], [-0.67, -0.50, -0.06], [0.06, -0.23, 0.37], [0.30, 0.37, -0.22]],
  "lowdin_charge": [-0.04, -0.05, -0.05, 0.09, -0.05, -0.04, -0.05, -0.03, -0.05, 0.19, 0.24, -0.34, -0.18, 0.00, -0.48, 0.06, 0.06, 0.06, 0.12, 0.05, 0.06, 0.17, 0.09, 0.12, 0.03, 0.12, 0.04, 0.07, 0.02, 0.04, 0.06, 0.07, 0.07, 0.14, 0.16, 0.08, 0.00, 0.04, 0.05, 0.08]
}